Entry 1:
Here is C33H31BLaN12O5 as an isolated structure from the Open Molecules 2025 dataset. Energies are from ωB97M-V/def2-TZVPD.

The molar mass comes out at 825.41 u. Its expectation value of S² is 0.798. Its spin multiplicity is 2. The LUMO energy (spin up / spin down) is 0.0 / -0.6 eV. The largest force on an atom comes out at 1.4 eV/Å.

Each line ends with the Löwdin charge.
Element x y z (Å)
La -0.339 -0.197 0.049  1.960
C 3.656 0.590 -2.578  -0.049
C 2.407 0.879 -2.026  -0.155
N 1.888 -0.186 -1.425  -0.047
N 2.793 -1.186 -1.590  0.018
C 3.861 -0.738 -2.274  -0.063
B 2.460 -2.573 -0.984  -0.632
N 1.087 -3.052 -1.545  0.003
C 0.898 -3.907 -2.568  -0.067
C -0.455 -4.030 -2.793  -0.041
C -1.037 -3.181 -1.849  -0.148
N -0.109 -2.588 -1.105  -0.063
N 2.409 -2.440 0.571  0.015
C 3.260 -2.971 1.471  -0.060
C 2.919 -2.503 2.721  -0.044
C 1.833 -1.658 2.483  -0.159
N 1.535 -1.618 1.190  -0.075
N 3.478 -3.666 -1.312  -0.032
C 3.329 -4.965 -0.948  -0.120
C 4.422 -5.659 -1.396  -0.064
C 5.204 -4.682 -2.042  -0.153
N 4.637 -3.491 -1.988  0.067
H 4.308 1.245 -3.126  0.092
H 1.846 1.798 -2.060  0.093
H 4.673 -1.407 -2.499  0.094
H 1.734 -4.370 -3.064  0.127
H -0.947 -4.634 -3.534  0.095
H -2.080 -2.959 -1.687  0.098
H 4.048 -3.638 1.168  0.121
H 3.389 -2.734 3.661  0.094
H 1.246 -1.100 3.196  0.099
H 2.459 -5.293 -0.403  0.131
H 4.628 -6.709 -1.280  0.090
H 6.153 -4.797 -2.542  0.099
O -0.657 4.333 -0.219  0.164
C 0.034 3.203 -0.256  -0.491
O -0.280 2.259 -0.947  -0.026
C 1.282 3.234 0.608  -0.102
O 1.458 2.028 1.312  -0.159
C 0.924 2.087 2.638  -0.096
C -0.601 1.949 2.686  -0.647
O -1.193 2.356 3.672  0.058
O -1.106 1.362 1.661  -0.252
H -1.451 4.215 -0.769  0.153
H 2.132 3.357 -0.068  0.145
H 1.243 4.092 1.282  0.141
H 1.365 1.248 3.176  0.122
H 1.227 3.010 3.135  0.132
N -2.196 -0.247 -1.230  -0.159
C -3.441 -0.690 -1.302  -0.482
C -4.128 -1.245 -0.170  -0.068
C -5.428 -1.692 -0.255  -0.088
C -6.116 -1.630 -1.468  -0.087
C -5.487 -1.101 -2.600  -0.098
C -4.194 -0.639 -2.522  -0.034
H -3.614 -1.263 0.784  0.077
H -5.919 -2.080 0.629  0.103
H -7.137 -1.982 -1.531  0.097
H -6.025 -1.052 -3.538  0.098
H -3.693 -0.225 -3.388  0.103
C -2.491 -3.756 2.640  -0.043
C -1.584 -2.995 1.929  -0.144
N -1.382 -1.694 2.177  -0.009
C -2.092 -1.120 3.147  -0.088
C -3.051 -1.793 3.898  -0.191
C -3.232 -3.144 3.639  -0.009
C -3.808 -1.109 4.964  -0.035
C -4.339 0.111 4.948  -0.021
C -4.404 1.078 3.833  -0.275
C -4.550 2.430 4.105  -0.010
C -4.591 3.288 3.024  -0.126
N -4.518 2.860 1.766  0.093
C -4.399 1.543 1.617  -0.184
N -4.351 0.629 2.578  0.153
H -2.616 -4.805 2.408  0.108
H -0.991 -3.425 1.131  0.093
H -1.915 -0.068 3.326  0.096
H -3.958 -3.711 4.211  0.120
H -3.923 -1.681 5.881  0.112
H -4.799 0.458 5.868  0.109
H -4.603 2.798 5.120  0.113
H -4.683 4.359 3.168  0.108
H -4.355 1.171 0.599  0.099

=====

Entry 2:
Here is one molecule with the formula C19H32N2O3S from the Open Molecules 2025 dataset. Energies are from ωB97M-V/def2-TZVPD.

The molar mass comes out at 368.54 u. The LUMO energy is 0.6 eV. The largest force on an atom comes out at 0.9 eV/Å. Its structure (SMILES) is CCOc1cc(C)c(S(=O)(=O)NC2CC(C)(C)NC(C)(C)C2)cc1C.

Each line ends with the Löwdin charge.
Element x y z (Å)
C 6.375 0.486 0.547  -0.060
C 5.292 1.549 0.382  -0.238
O 4.364 1.227 -0.635  -0.043
C 3.418 0.276 -0.424  -0.210
C 3.169 -0.349 0.793  0.035
C 2.164 -1.301 0.929  -0.236
C 1.417 -1.620 -0.194  -0.241
C 1.651 -1.003 -1.410  -0.016
C 2.640 -0.050 -1.551  -0.186
C 2.905 0.635 -2.854  -0.028
H 2.244 0.257 -3.628  0.081
H 3.939 0.477 -3.155  0.086
H 2.760 1.709 -2.749  0.087
H 1.037 -1.294 -2.249  0.118
S 0.093 -2.809 -0.112  0.676
O 0.506 -4.027 0.525  -0.294
O -0.508 -2.915 -1.415  -0.291
N -0.933 -2.036 0.967  -0.088
H -1.539 -2.691 1.437  0.121
C -1.618 -0.884 0.408  -0.367
C -2.919 -1.256 -0.297  -0.086
H -2.700 -1.972 -1.089  0.113
H -3.580 -1.736 0.432  0.128
C -3.625 -0.016 -0.885  -0.553
N -3.720 1.079 0.077  0.050
H -4.520 0.905 0.675  0.109
C -2.580 1.407 0.925  -0.557
C -1.890 0.149 1.499  -0.079
H -0.954 0.429 1.983  0.124
H -2.537 -0.308 2.253  0.125
C -3.126 2.245 2.089  -0.043
H -3.855 1.681 2.667  0.080
H -2.320 2.543 2.754  0.084
H -3.610 3.138 1.701  0.086
C -1.571 2.274 0.161  -0.027
H -2.107 3.025 -0.412  0.089
H -0.960 1.690 -0.518  0.060
H -0.908 2.774 0.862  0.082
C -5.063 -0.399 -1.258  -0.041
H -5.062 -1.205 -1.986  0.086
H -5.618 -0.730 -0.382  0.080
H -5.574 0.460 -1.686  0.086
C -2.921 0.451 -2.165  -0.024
H -3.305 1.426 -2.453  0.089
H -1.847 0.523 -2.038  0.062
H -3.114 -0.256 -2.967  0.086
H -0.908 -0.475 -0.316  0.117
C 1.892 -1.948 2.247  -0.040
H 2.702 -1.765 2.948  0.082
H 0.965 -1.557 2.663  0.077
H 1.755 -3.018 2.110  0.070
H 3.753 -0.103 1.666  0.111
H 4.779 1.737 1.332  0.117
H 5.743 2.487 0.045  0.125
H 5.943 -0.467 0.840  0.069
H 6.902 0.348 -0.394  0.080
H 7.085 0.802 1.306  0.078

=====

Entry 3:
Here is one molecule with the formula C16H31N3O2 from the Open Molecules 2025 dataset. Energies are from ωB97M-V/def2-TZVPD.

The molar mass comes out at 297.44 u. The LUMO energy is 0.9 eV. The largest force on an atom comes out at 0.6 eV/Å. Its structure (SMILES) is CCOC(=O)NC[C@@H](C#CCN(CC)CC)N(CC)CC.

Each line ends with the Löwdin charge.
Element x y z (Å)
C 5.137 0.081 -1.429  -0.064
H 5.127 -0.507 -0.514  0.075
C 4.654 1.497 -1.151  -0.226
H 4.618 2.072 -2.082  0.120
H 5.301 1.999 -0.428  0.121
O 3.360 1.503 -0.552  -0.012
C 2.310 1.394 -1.402  -0.575
O 2.402 1.310 -2.601  0.096
N 1.149 1.451 -0.707  0.096
H 1.219 1.358 0.295  0.111
C -0.107 1.115 -1.330  -0.115
H -0.915 1.638 -0.815  0.131
H -0.059 1.456 -2.365  0.121
C -0.390 -0.411 -1.305  -0.296
C -0.398 -0.835 0.087  0.013
C -0.295 -1.170 1.235  0.008
C -0.096 -1.505 2.639  -0.189
N -0.143 -0.383 3.568  -0.193
C 0.569 0.800 3.122  -0.264
C 2.050 0.522 2.884  -0.082
H 2.199 -0.119 2.018  0.061
H 2.481 0.038 3.757  0.079
H 2.576 1.457 2.708  0.075
H 0.129 1.230 2.204  0.098
H 0.473 1.545 3.917  0.120
C -1.457 -0.111 4.111  -0.251
C -2.519 0.366 3.115  -0.076
H -2.226 1.308 2.657  0.070
H -3.466 0.512 3.628  0.072
H -2.660 -0.373 2.330  0.047
H -1.333 0.643 4.895  0.112
H -1.806 -1.031 4.592  0.112
H 0.890 -1.979 2.733  0.124
H -0.846 -2.238 2.951  0.128
N -1.624 -0.669 -2.032  -0.158
C -2.528 -1.649 -1.459  -0.246
C -3.621 -0.957 -0.647  -0.070
H -4.290 -1.692 -0.206  0.072
H -4.196 -0.293 -1.286  0.069
H -3.174 -0.365 0.146  0.045
H -1.991 -2.361 -0.817  0.110
H -2.992 -2.221 -2.267  0.111
C -1.433 -0.787 -3.465  -0.252
C -2.623 -0.203 -4.221  -0.080
H -3.534 -0.753 -4.001  0.063
H -2.769 0.834 -3.932  0.074
H -2.442 -0.248 -5.292  0.070
H -1.282 -1.838 -3.768  0.121
H -0.536 -0.232 -3.746  0.112
H 0.468 -0.919 -1.787  0.161
H 4.487 -0.392 -2.162  0.074
H 6.148 0.110 -1.824  0.075

=====

Entry 4:
Here is C30H50BrIrN4O10P2S3 as an isolated structure from the Open Molecules 2025 dataset. Energies are from ωB97M-V/def2-TZVPD.

The molar mass comes out at 1057.02 u. Its expectation value of S² is 1.127. Its spin multiplicity is 2. Its total charge is +1. The LUMO energy (spin up / spin down) is -4.9 / -4.9 eV. The largest force on an atom comes out at 2.9 eV/Å.

Each line ends with the Löwdin charge.
Element x y z (Å)
Ir -0.495 -0.133 0.169  1.018
O 0.580 -0.476 1.854  -0.273
C 1.692 -1.073 1.934  -0.091
C 1.880 -2.494 1.976  -0.077
C 3.092 -3.034 2.440  0.099
C 3.217 -4.394 2.645  -0.112
C 2.165 -5.273 2.398  0.074
C 1.001 -4.767 1.846  0.050
C 0.862 -3.412 1.611  -0.148
O -0.262 -2.960 0.929  -0.074
N 4.472 -4.927 3.161  -0.358
O 5.387 -4.149 3.302  0.108
O 4.508 -6.109 3.406  0.111
H 2.592 -0.460 2.052  0.152
H 3.935 -2.396 2.665  0.140
H 2.283 -6.325 2.613  0.137
H 0.185 -5.426 1.598  0.135
C 0.607 -2.886 -4.606  -0.021
C 0.340 -2.980 -3.141  -0.223
C -0.169 -4.131 -2.545  0.028
C -0.373 -4.181 -1.175  0.053
C -0.099 -3.043 -0.435  -0.334
Br -2.816 -1.259 1.335  0.233
N 0.360 -1.927 -1.002  0.038
C 0.587 -1.894 -2.307  -0.081
H 0.296 -3.792 -5.120  0.088
H 1.669 -2.731 -4.781  0.096
H 0.079 -2.036 -5.032  0.072
H -0.398 -4.991 -3.156  0.129
H -0.763 -5.062 -0.697  0.126
H 0.983 -0.965 -2.695  0.105
C 2.357 4.635 1.075  -0.071
N 2.212 3.406 0.319  -0.032
C 1.148 2.911 -0.309  -0.757
S 1.355 1.274 -0.865  0.674
N 0.041 3.543 -0.609  0.001
C -0.194 4.970 -0.537  -0.038
H 3.214 4.521 1.732  0.096
H 1.483 4.806 1.698  0.061
H 2.527 5.490 0.421  0.088
H 2.999 2.774 0.359  0.110
H -0.744 3.009 -1.058  0.047
H 0.616 5.523 -1.012  0.096
H -0.309 5.301 0.493  0.066
H -1.114 5.170 -1.080  0.099
C -3.602 4.260 1.337  -0.074
C -2.585 4.960 2.219  -0.427
C -3.183 5.434 3.534  -0.037
O -1.416 4.135 2.453  -0.329
P -1.328 2.628 2.922  0.004
S 0.603 2.326 3.321  0.285
S -2.075 1.448 1.358  0.331
O -2.319 2.598 4.151  -0.282
C -2.812 1.481 4.922  -0.423
C -4.159 1.041 4.365  -0.045
C -1.818 0.338 4.980  -0.075
H -4.386 4.959 1.060  0.098
H -4.043 3.425 1.878  0.052
H -3.138 3.883 0.427  0.049
H -2.163 5.823 1.690  0.135
H -3.765 4.649 4.007  0.073
H -3.830 6.286 3.345  0.089
H -2.392 5.739 4.215  0.092
H -2.947 1.912 5.923  0.151
H -4.044 0.520 3.418  0.023
H -4.809 1.900 4.220  0.082
H -4.637 0.365 5.067  0.089
H -1.668 -0.091 3.990  0.031
H -2.199 -0.439 5.637  0.091
H -0.864 0.680 5.371  0.062
C -3.355 -0.075 -5.450  -0.014
C -2.667 0.935 -4.528  -0.614
C -1.177 0.636 -4.425  -0.033
C -2.896 2.354 -5.044  -0.014
O -3.308 0.790 -3.255  -0.143
P -2.693 1.116 -1.831  0.276
O -2.123 2.493 -1.684  -0.288
O -1.667 0.019 -1.511  -0.461
O -3.893 0.841 -0.840  -0.255
C -5.312 1.023 -0.989  -0.604
C -5.889 -0.176 -1.738  -0.010
C -5.863 1.063 0.439  -0.017
C -5.613 2.324 -1.724  -0.011
H -2.940 -0.011 -6.452  0.092
H -4.419 0.138 -5.501  0.089
H -3.228 -1.086 -5.073  0.088
H -0.710 0.696 -5.406  0.101
H -1.038 -0.357 -4.007  0.055
H -0.709 1.359 -3.761  0.078
H -2.396 2.485 -6.000  0.093
H -2.503 3.073 -4.330  0.081
H -3.960 2.537 -5.179  0.089
H -5.681 -1.088 -1.181  0.090
H -5.431 -0.252 -2.719  0.072
H -6.965 -0.062 -1.851  0.095
H -5.555 0.168 0.974  0.061
H -6.949 1.116 0.423  0.095
H -5.477 1.934 0.962  0.067
H -5.260 2.258 -2.750  0.075
H -5.108 3.152 -1.232  0.082
H -6.684 2.513 -1.729  0.097

=====

Entry 5:
Here is a 2-piece molecular cluster, C2HF3O overall from the Open Molecules 2025 dataset. Energies are from ωB97M-V/def2-TZVPD.

The molar mass comes out at 98.02 u. The LUMO energy is -0.5 eV. The largest force on an atom comes out at 1.4 eV/Å. Its structure (SMILES) is O=C=C(F)F.F.

Each line ends with the Löwdin charge.
Element x y z (Å)
C 0.209 -0.798 2.399  -0.085
C -0.604 -0.160 3.211  -0.346
O 1.042 -1.466 1.908  0.176
F -0.001 0.458 -0.136  -0.050
F -1.062 -0.833 4.314  0.086
F -1.149 1.017 3.053  0.145
H 0.007 -0.450 -0.291  0.074

=====

Entry 6:
Here is C34H22Cl10KN2O2S2Se as an isolated structure from the Open Molecules 2025 dataset. Energies are from ωB97M-V/def2-TZVPD.

The molar mass comes out at 1027.28 u. Its total charge is -1. The LUMO energy is 1.0 eV. The largest force on an atom comes out at 7.1 eV/Å.

Each line ends with the Löwdin charge.
Element x y z (Å)
K -0.473 -2.099 1.398  0.768
O 1.943 -0.941 1.861  -0.583
S 2.919 -1.100 2.965  0.967
C 3.028 0.411 4.146  -0.287
C 2.632 1.709 3.491  -0.229
C 1.127 1.968 3.078  -0.214
C 0.006 1.517 3.964  -0.326
S -1.493 0.901 3.091  0.966
O -1.085 0.275 1.823  -0.646
C -2.263 2.407 2.500  -0.380
C -2.641 3.323 3.436  -0.142
C -3.115 4.589 3.051  -0.090
C -3.419 4.850 1.706  -0.085
C -3.079 3.934 0.742  -0.086
C -2.458 2.737 1.133  -0.043
C 4.536 -0.904 2.276  -0.409
C 5.537 -1.274 3.159  -0.134
C 6.852 -1.243 2.733  -0.067
C 7.159 -0.597 1.497  -0.074
C 6.123 -0.145 0.666  -0.074
C 4.769 -0.271 1.044  -0.039
H 4.100 0.412 4.453  0.093
H 2.292 0.247 4.926  0.066
H 3.339 1.952 2.680  0.113
H 2.900 2.520 4.260  0.132
H 0.956 1.691 2.003  0.123
H 1.118 3.051 3.112  0.106
H -0.232 2.260 4.659  0.065
H 0.134 0.599 4.611  0.090
H -2.542 3.080 4.492  0.099
H -3.222 5.352 3.853  0.105
H -4.056 5.738 1.570  0.109
H -3.165 4.110 -0.371  0.054
H -2.186 1.969 0.422  0.099
H 5.266 -1.560 4.152  0.098
H 7.571 -1.784 3.330  0.100
H 8.175 -0.541 1.099  0.100
H 6.372 0.412 -0.319  0.139
H 3.961 -0.003 0.387  0.112
Cl -1.359 -5.439 0.867  0.668
C -2.246 -5.425 -0.592  -0.734
C -1.450 -5.242 -1.660  -0.453
C -2.004 -5.235 -2.951  -0.700
Cl -0.954 -4.877 -4.213  0.814
C -3.350 -5.456 -3.133  -0.736
Cl -4.064 -5.336 -4.647  0.734
C -4.146 -5.664 -1.978  -0.674
Cl -5.788 -6.145 -2.066  0.679
C -3.625 -5.685 -0.657  -0.683
Cl -4.555 -5.883 0.794  0.660
Cl -0.985 4.983 -2.801  0.588
C -2.568 4.334 -3.118  -0.748
C -3.291 3.530 -2.248  -0.182
C -4.308 2.664 -2.516  -0.683
Cl -5.139 1.883 -1.145  0.566
C -4.845 2.794 -3.853  -0.757
Cl -6.149 1.817 -4.290  0.659
C -4.242 3.633 -4.756  -0.706
Cl -4.797 3.676 -6.416  0.608
C -3.162 4.437 -4.386  -0.701
Cl -2.394 5.538 -5.512  0.581
Se 0.486 -4.963 -1.269  1.151
N 0.206 -3.104 -0.945  -0.261
C 0.858 -2.525 -1.852  -0.435
C 1.016 -1.090 -1.983  -0.069
C 1.475 -0.563 -3.161  -0.129
C 2.000 -1.363 -4.247  -0.140
C 2.051 -2.705 -4.098  -0.118
C 1.531 -3.373 -2.980  -0.446
N 1.488 -4.669 -2.745  -0.303
H 0.693 -0.383 -1.242  0.084
H 1.339 0.503 -3.265  0.084
H 2.360 -0.878 -5.147  0.081
H 2.530 -3.341 -4.868  0.107